Here is a 9-piece molecular cluster, C24H43BrCl16NS overall at a distorted geometry from OMol25. Energies are from ωB97M-V/def2-TZVPD.

Geometry (Å):
S 3.1282 4.8347 3.4242
C 1.9301 3.4334 3.0017
C 2.3894 2.8785 1.5578
C 1.5130 1.6559 0.9645
C 2.0092 1.4599 -0.5695
C 3.4306 0.8257 -0.7350
N 3.9875 0.6454 -2.0560
C 3.2742 1.0490 -3.2664
C 1.8334 1.6678 -3.2258
C 1.1694 1.8931 -1.8152
Br -0.6230 2.6888 -1.5692
H 3.8402 5.0365 2.2322
H 0.9082 3.9408 2.9047
H 1.8936 2.6532 3.8329
H 3.4868 2.5465 1.6319
H 2.2956 3.7599 0.8155
H 0.3746 1.8072 0.9920
H 1.7510 0.6925 1.5622
H 4.0537 0.4977 0.1675
H 4.9452 0.2261 -2.0928
H 3.8154 0.8630 -4.2665
H 1.2718 1.9697 -4.1710
Cl -2.0090 5.1964 3.7720
C -2.6673 3.6462 4.3536
C -1.5924 2.5895 4.5060
Cl -0.9325 2.0685 2.9346
H -3.4468 3.3286 3.6599
H -3.1329 3.8434 5.3206
H -2.0104 1.7012 4.9838
H -0.7628 2.9463 5.1199
Cl 5.9920 -2.2560 -1.7057
C 5.0246 -3.7488 -1.6166
C 3.7045 -3.5275 -0.9059
Cl 3.9201 -3.1984 0.8310
H 5.6263 -4.5134 -1.1219
H 4.8433 -4.0716 -2.6439
H 3.0863 -4.4243 -0.9840
H 3.1494 -2.6940 -1.3419
Cl 4.9724 -2.6321 -6.8956
C 3.1936 -2.5655 -6.8562
C 2.6706 -1.1513 -7.0081
Cl 3.0449 -0.1397 -5.5870
H 2.8585 -3.0190 -5.9213
H 2.8350 -3.1832 -7.6820
H 1.5833 -1.1663 -7.1082
H 3.0858 -0.6619 -7.8911
Cl 3.3506 -2.8273 4.1617
C 2.3779 -4.3165 4.2561
C 1.0575 -4.0944 4.9665
Cl 1.2742 -3.7645 6.7022
H 2.9776 -5.0809 4.7535
H 2.1966 -4.6411 3.2289
H 0.4399 -4.9918 4.8893
H 0.5025 -3.2615 4.5301
Cl -7.7109 6.6923 4.4281
C -6.2587 6.2213 3.5102
C -6.2144 4.7317 3.2352
Cl -5.9574 3.7802 4.7199
H -5.3818 6.5522 4.0708
H -6.2874 6.7729 2.5650
H -5.3829 4.5031 2.5643
H -7.1357 4.3827 2.7647
Cl -0.4001 -2.4157 -1.8910
C -1.0694 -3.9623 -1.3091
C -0.0013 -5.0260 -1.1566
Cl 0.6545 -5.5520 -2.7274
H -1.8515 -4.2754 -2.0031
H -1.5336 -3.7619 -0.3412
H -0.4249 -5.9123 -0.6783
H 0.8304 -4.6741 -0.5428
Cl -3.4728 -9.2766 -3.7605
C -1.7485 -8.9763 -3.4326
C -1.3501 -9.3963 -2.0319
Cl -2.0812 -8.3567 -0.7835
H -1.5508 -7.9165 -3.6050
H -1.1817 -9.5523 -4.1672
H -0.2672 -9.3175 -1.9152
H -1.6393 -10.4282 -1.8245
Cl -6.7211 9.8205 0.6037
C -5.2715 9.3561 -0.3200
C -5.2249 7.8675 -0.5998
Cl -4.9610 6.9137 0.8819
H -4.3938 9.6871 0.2383
H -5.3050 9.9089 -1.2611
H -4.3956 7.6424 -1.2738
H -6.1470 7.5180 -1.0679

Its HOMO-LUMO gap is 6.60 eV. The value obtained for the largest force on an atom is 4.37 eV Å⁻¹. Its energy relative to the best compared isomer or geometry (same formula, charge and spin) is 450.49 kJ/mol. The total energy is -11329.9286 a.u. As for the LUMO energy: -4.341 eV. The net charge is +1. Its multiplicity is 1.